# 1
44
Properties=species:S:1:pos:R:3 method="wB97M-V/def2-TZVPD" s_squared=6.0174 homo_lumo_gap_ev="6.3 / 5.9" de_lowest_kcal_mol=13.82 e_lumo_ev="0.2658 / -1.1131" multiplicity=5 energy_ha=-10553.28359
Ir 0.41221 -0.32924 -0.13217
N 2.65587 -1.62547 3.79960
C 1.74339 -1.42274 2.80858
O 0.99596 -0.45547 2.83280
C 1.75819 -2.47712 1.71597
C 0.76558 -2.27680 0.57968
H 2.66364 -1.00924 4.59298
H 3.25014 -2.43405 3.79579
H 1.59075 -3.43339 2.23010
H 2.78348 -2.53054 1.33472
H -0.20797 -2.69177 0.85840
H 1.10449 -2.84793 -0.28867
C 3.55156 1.19025 1.25366
As 1.67775 1.50250 0.82739
C 1.19705 2.62095 2.35016
C 1.80501 2.90218 -0.56001
C 3.06483 3.32942 -0.97493
C 3.23403 4.20366 -2.04099
C 2.13151 4.67094 -2.73074
C 0.86748 4.25043 -2.34435
C 0.69467 3.37616 -1.27516
As -1.17218 2.94339 -0.93464
C -1.86661 4.50232 -0.02347
C -1.95548 2.87199 -2.69401
H 4.02891 0.64480 0.44128
H 3.54944 0.55925 2.14299
H 4.09356 2.11009 1.46984
H 1.88491 3.46243 2.42943
H 1.24709 1.99036 3.23294
H 0.17277 2.96992 2.23608
H 3.94941 2.96876 -0.47054
H 4.23155 4.50733 -2.33212
H 2.24863 5.34127 -3.57207
H 0.01403 4.60302 -2.90862
H -2.10455 5.28433 -0.74249
H -1.09706 4.84933 0.66247
H -2.75090 4.20145 0.53179
H -2.03873 3.86542 -3.12947
H -2.93528 2.41308 -2.59090
H -1.32095 2.22074 -3.29388
Se -0.21273 -2.01699 -3.29945
Te 1.20811 0.01625 -2.62185
Te -2.49788 -1.18343 -3.46107
Se -1.68117 1.10323 0.30008

***

# 2
105
Properties=species:S:1:pos:R:3 method="wB97M-V/def2-TZVPD" total_charge=-2 homo_lumo_gap_ev=5.6 de_lowest_kcal_mol=0.00 e_lumo_ev=4.1579 energy_ha=-3152.38318
K -0.54537 -1.08403 -1.08241
C -2.90956 0.76664 2.75454
C -2.10564 2.04972 2.54422
C -2.14474 2.92236 3.80186
P -0.48485 1.69170 1.66210
C 0.45113 3.26503 2.04051
C 1.90458 3.14812 1.59465
C -0.20551 4.45712 1.33954
C 0.41563 0.46537 2.68651
C 0.11478 0.20065 4.02331
C 0.73453 -0.80628 4.74717
C 1.67989 -1.59966 4.10187
C 2.01445 -1.34884 2.78871
C 1.43994 -0.28741 2.04741
N 1.82800 -0.03811 0.75198
C 3.14697 0.09630 0.49584
C 4.09518 0.41939 1.52214
C 5.43844 0.58084 1.28383
C 5.96018 0.42736 0.00078
C 5.06865 0.13102 -1.01893
C 3.69289 -0.01060 -0.83264
P 2.56289 -0.49705 -2.18905
C 3.11741 0.30754 -3.79707
C 4.57538 0.64153 -4.11846
C 2.28238 1.57202 -4.01799
C 3.00057 -2.29009 -2.46009
C 4.37335 -2.62902 -3.02992
C 2.78264 -3.03217 -1.14311
H -3.96364 1.00920 2.91920
H -2.55132 0.21426 3.62466
H -2.84140 0.11266 1.88305
H -2.62982 2.60235 1.75274
H -1.68583 2.43693 4.66428
H -3.18912 3.12269 4.06457
H -1.65057 3.88498 3.66959
H 0.43268 3.42647 3.12494
H 1.97178 2.89090 0.53473
H 2.43462 2.37186 2.14233
H 2.42711 4.09782 1.75435
H -0.11326 4.36027 0.25594
H 0.29534 5.38727 1.62817
H -1.26711 4.56079 1.56601
H -0.63626 0.79793 4.51921
H 0.46592 -0.98502 5.78145
H 2.15471 -2.42179 4.62775
H 2.75847 -1.95990 2.29001
H 3.73070 0.54118 2.53393
H 6.09300 0.83207 2.11373
H 7.01986 0.53021 -0.19851
H 5.47158 -0.01257 -2.00909
H 2.77359 -0.44334 -4.52059
H 4.94219 1.44143 -3.47241
H 4.63944 0.99963 -5.15209
H 5.24790 -0.20872 -4.02249
H 2.47264 2.30467 -3.22779
H 1.21615 1.35392 -4.01852
H 2.53758 2.04018 -4.97471
H 2.22962 -2.63152 -3.15842
H 5.17769 -2.27290 -2.38092
H 4.51762 -2.21358 -4.02812
H 4.47399 -3.71636 -3.11434
H 3.52754 -2.73320 -0.39963
H 2.85991 -4.11103 -1.30376
H 1.79594 -2.83149 -0.72561
C -0.66318 2.21254 -1.92749
N -1.70066 1.20641 -2.04240
C -1.82571 0.70926 -3.40047
C -2.95650 1.53053 -1.42359
C -3.50801 2.78967 -1.59608
C -4.72796 3.15104 -1.03158
C -5.40917 2.19401 -0.28923
C -4.88149 0.92843 -0.10658
C -3.62338 0.54075 -0.63444
N -2.99941 -0.62696 -0.34398
C -3.64298 -1.79974 -0.12715
C -4.92269 -2.12029 -0.65353
C -5.50388 -3.36311 -0.49983
C -4.85266 -4.37721 0.19340
C -3.59498 -4.09803 0.71289
C -2.98616 -2.86165 0.57186
N -1.68153 -2.64227 1.15555
C -1.72032 -2.61677 2.60693
C -0.64804 -3.55824 0.69878
H -0.73876 3.01451 -2.68524
H 0.31664 1.74143 -2.03261
H -0.70942 2.64829 -0.93587
H -2.10512 1.50690 -4.11166
H -2.58225 -0.07486 -3.44254
H -0.87947 0.27011 -3.73007
H -2.95890 3.51150 -2.19297
H -5.13208 4.14620 -1.17293
H -6.36123 2.44101 0.17098
H -5.40944 0.21695 0.51667
H -5.43870 -1.36319 -1.23039
H -6.47653 -3.54841 -0.94539
H -5.29855 -5.35731 0.31029
H -3.05714 -4.87280 1.25117
H -1.91631 -3.61778 3.03435
H -2.50800 -1.94609 2.94275
H -0.76565 -2.25815 2.99529
H -0.79672 -4.59569 1.04567
H 0.31645 -3.21735 1.08702
H -0.60372 -3.58519 -0.39155
N -0.17146 -3.55090 -4.30529
C -0.29834 -3.00516 -3.28173

***

# 3
19
Properties=species:S:1:pos:R:3 method="wB97M-V/def2-TZVPD" smiles="C/N=C(/NN)N(C)N" homo_lumo_gap_ev=9.4 de_lowest_kcal_mol=85.14 e_lumo_ev=0.8396 energy_ha=-394.54999
C 2.15866 -1.17750 -0.45163
N 0.72545 -1.25187 -0.53526
C -0.04311 -0.25051 -0.15896
N -1.32606 -0.19792 -0.57079
N -1.84672 -1.44681 -0.93530
N 0.27208 1.10012 0.36217
C -0.89868 1.98298 0.42970
N 0.89986 1.12656 1.66785
H 2.61665 -1.42874 0.57723
H 2.43477 -2.08572 -1.03718
H 2.44745 -0.18378 -0.90836
H -2.06660 0.41701 -0.18203
H -1.28265 -2.17017 -0.48763
H -1.70344 -1.70161 -1.88381
H -1.20730 2.42645 -0.64479
H -0.56878 2.92175 1.05249
H -1.80073 1.73659 1.00624
H 1.95321 1.13151 1.46912
H 0.80387 0.29622 2.20334

***

Copy entry 1 word for word.
44
Properties=species:S:1:pos:R:3 method="wB97M-V/def2-TZVPD" s_squared=6.0174 homo_lumo_gap_ev="6.3 / 5.9" de_lowest_kcal_mol=13.82 e_lumo_ev="0.2658 / -1.1131" multiplicity=5 energy_ha=-10553.28359
Ir 0.41221 -0.32924 -0.13217
N 2.65587 -1.62547 3.79960
C 1.74339 -1.42274 2.80858
O 0.99596 -0.45547 2.83280
C 1.75819 -2.47712 1.71597
C 0.76558 -2.27680 0.57968
H 2.66364 -1.00924 4.59298
H 3.25014 -2.43405 3.79579
H 1.59075 -3.43339 2.23010
H 2.78348 -2.53054 1.33472
H -0.20797 -2.69177 0.85840
H 1.10449 -2.84793 -0.28867
C 3.55156 1.19025 1.25366
As 1.67775 1.50250 0.82739
C 1.19705 2.62095 2.35016
C 1.80501 2.90218 -0.56001
C 3.06483 3.32942 -0.97493
C 3.23403 4.20366 -2.04099
C 2.13151 4.67094 -2.73074
C 0.86748 4.25043 -2.34435
C 0.69467 3.37616 -1.27516
As -1.17218 2.94339 -0.93464
C -1.86661 4.50232 -0.02347
C -1.95548 2.87199 -2.69401
H 4.02891 0.64480 0.44128
H 3.54944 0.55925 2.14299
H 4.09356 2.11009 1.46984
H 1.88491 3.46243 2.42943
H 1.24709 1.99036 3.23294
H 0.17277 2.96992 2.23608
H 3.94941 2.96876 -0.47054
H 4.23155 4.50733 -2.33212
H 2.24863 5.34127 -3.57207
H 0.01403 4.60302 -2.90862
H -2.10455 5.28433 -0.74249
H -1.09706 4.84933 0.66247
H -2.75090 4.20145 0.53179
H -2.03873 3.86542 -3.12947
H -2.93528 2.41308 -2.59090
H -1.32095 2.22074 -3.29388
Se -0.21273 -2.01699 -3.29945
Te 1.20811 0.01625 -2.62185
Te -2.49788 -1.18343 -3.46107
Se -1.68117 1.10323 0.30008